# 1
Formula: C19H37N2O15
Source: the Open Molecules 2025 dataset
Level of theory: the ωB97M-V functional and the def2-TZVPD basis

The calculation puts the HOMO energy at -0.1642 Eh. Its LUMO energy is 1.78 eV.

Structure (ORCA input):
```
! wB97M-V def2-TZVPD RIJCOSX def2/J DEFGRID3
* xyz -1 1
C -4.77438 1.14715 -4.35693
C -4.27237 -0.29133 -5.02316
O -3.34376 -1.03059 -4.14996
C -2.58580 -1.98699 -5.01041
N -1.32517 -2.35744 -4.20093
N -0.69714 -1.10417 -4.02376
C 0.45588 -1.24693 -3.27707
C 1.87211 -0.86607 -4.02672
C 0.29069 -1.81294 -1.74743
C -3.51654 -3.30358 -5.34060
O -3.91265 -3.44891 -6.62344
O -3.86223 -4.26600 -4.27298
H -3.94985 1.59242 -3.61847
H -5.74623 0.94247 -3.73631
H -4.97023 1.86835 -5.28720
H -5.25117 -0.95332 -5.10525
H -3.89319 -0.13328 -6.12294
H -2.16419 -1.45616 -5.98994
H -0.67940 -2.92078 -4.83240
H 2.19884 0.21333 -3.70478
H 1.64990 -0.82396 -5.18835
H 2.69421 -1.69096 -3.87400
H 0.71332 -2.92349 -1.65607
H -0.87785 -1.88641 -1.51499
H 0.72398 -1.09877 -0.91007
C -2.75545 -3.86667 2.94922
O -2.72382 -4.38123 1.61944
C -3.68274 -3.87669 0.80263
O -4.52885 -3.05300 1.11337
O -3.53717 -4.44741 -0.41989
C -4.48596 -4.00747 -1.38964
H -1.94621 -4.33836 3.51342
H -2.58931 -2.78457 2.94854
H -3.70423 -4.11385 3.43634
H -4.38913 -2.93103 -1.56383
H -5.50396 -4.26021 -1.07601
H -4.27612 -4.52792 -2.32812
C 5.44819 0.22775 1.31468
O 4.33937 0.69120 0.54670
C 3.69665 1.75942 1.08251
O 3.98863 2.32280 2.12572
O 2.67274 2.09224 0.25650
C 1.90226 3.20858 0.69731
H 5.88638 -0.62774 0.79332
H 6.21208 1.00740 1.39929
H 5.12012 -0.10395 2.30510
H 2.52427 4.10743 0.75730
H 1.43243 2.99613 1.66306
H 1.11235 3.38547 -0.03782
C 10.26232 5.02715 -0.41107
O 8.92151 5.34131 -0.04010
C 8.38403 4.49839 0.87743
O 8.94260 3.53693 1.38194
O 7.11733 4.91056 1.13641
C 6.42377 4.11064 2.09205
H 10.59063 5.76490 -1.14838
H 10.92731 5.08808 0.45646
H 10.31326 4.03487 -0.87082
H 6.93521 4.13482 3.05966
H 6.32125 3.08169 1.73246
H 5.42265 4.53091 2.22167
C -3.41299 1.08020 7.62742
O -3.73805 -0.09032 6.88023
C -4.63284 0.11568 5.88115
O -5.15282 1.18216 5.59274
O -4.84889 -1.07053 5.25850
C -5.77645 -1.00526 4.17705
H -2.69057 0.79904 8.39862
H -2.95141 1.83446 6.98199
H -4.30355 1.48311 8.12053
H -5.40949 -0.33439 3.39365
H -6.76151 -0.68568 4.53215
H -5.87262 -2.00866 3.75326
*
```



# 2
Formula: C19H37N2O2PReSi
Source: the Open Molecules 2025 dataset
Level of theory: the ωB97M-V functional and the def2-TZVPD basis

The calculation puts the HOMO energy (spin up / spin down) at -0.1690 / -0.2604 Eh. Its LUMO energy (spin up / spin down) is 0.55 / -0.17 eV. As for the expectation value of S²: 3.79.

Structure (ORCA input):
```
! wB97M-V def2-TZVPD RIJCOSX def2/J DEFGRID3
* xyz 0 4
Re 0.19729 0.22013 -0.93745
Si 2.69789 0.37624 -1.49478
P -0.35298 0.57088 -3.06934
N -0.06852 -1.51944 -1.12035
H 1.62858 1.05521 -0.64443
C -2.12981 0.61785 -3.54148
H -2.22345 0.63893 -4.63577
H -2.61863 1.50369 -3.12777
H -2.65567 -0.26852 -3.17234
C 0.21098 2.07402 -3.97632
H -0.08959 2.01043 -5.02999
H 1.30003 2.15635 -3.92493
H -0.23538 2.97090 -3.53410
C 0.15932 -0.75265 -4.27255
H -0.11393 -0.45292 -5.29355
H -0.35407 -1.69599 -4.04208
H 1.23840 -0.92509 -4.22806
C 3.53159 2.02333 -0.99817
H 3.11693 2.38367 -0.03808
H 3.29498 2.76375 -1.78144
H 4.59666 1.77815 -0.90634
H 3.32255 -0.71016 -0.65887
H 2.83650 0.24272 -2.97756
C -0.11965 -2.86462 -1.12280
C -1.34952 -4.96181 -0.91632
C -1.30819 -3.58511 -0.77212
C 1.03587 -3.61842 -1.49846
C 0.95817 -4.98467 -1.64127
C -0.22352 -5.66603 -1.35755
H -2.26770 -5.49426 -0.69772
H -2.18059 -3.00316 -0.44650
H 1.94864 -3.04334 -1.71124
H 1.83186 -5.52339 -1.98818
H -0.26624 -6.74539 -1.47615
C -1.82251 2.76981 -0.00508
O -1.77577 1.55151 -0.40366
C -1.88703 3.10206 1.45749
H -1.21989 3.95392 1.64094
H -1.60534 2.18760 1.99758
H -2.88812 3.39819 1.74161
C -1.26551 3.84537 -0.92477
H -1.94361 3.94698 -1.76906
H -0.27248 3.54672 -1.27365
H -1.19404 4.81338 -0.42424
O 0.67986 0.06509 1.03284
C 0.36311 -0.30882 2.20131
C 1.38049 -0.56214 3.29789
C 1.41437 0.54220 4.36238
C 0.30736 0.44679 5.42258
C -1.10757 0.50945 4.83456
C -1.42815 -0.66197 3.89316
N -0.92485 -0.47347 2.53543
H 1.11089 -1.52468 3.77174
H 2.36304 -0.65565 2.81497
H 2.37544 0.45687 4.88585
H 1.38481 1.54172 3.89293
H 0.42132 -0.48641 6.00304
H 0.43333 1.28434 6.12604
H -1.82630 0.46791 5.66830
H -1.26415 1.47778 4.32626
H -1.03138 -1.59308 4.32947
H -2.51800 -0.75237 3.82173
H -1.60814 -0.46041 1.77643
*
```



# 3
Formula: C19H38BrClO29PS7
Source: the Open Molecules 2025 dataset
Level of theory: the ωB97M-V functional and the def2-TZVPD basis

The calculation puts the HOMO energy at -0.4022 Eh. Its LUMO energy is -3.53 eV. For the relative energy (zero: lowest compared OMol25 entry of this formula, charge and spin), the calculation gives 96.3 kcal/mol.

Structure (ORCA input):
```
! wB97M-V def2-TZVPD RIJCOSX def2/J DEFGRID3
* xyz 1 1
C 4.54436 -2.51860 -4.19945
C 3.69571 -2.88252 -5.56371
C 2.30730 -3.65801 -5.27032
Br 2.52047 -4.97750 -3.79715
P 0.80965 -2.53742 -4.97512
C -0.58414 -3.67380 -4.28248
C -2.01115 -2.92951 -4.17455
O -3.05028 -3.68405 -4.10459
Cl -2.27339 -1.11561 -4.10431
H 5.39406 -1.75322 -4.43892
H 3.80140 -2.11797 -3.41723
H 5.06172 -3.51211 -3.86923
H 3.59733 -1.97139 -6.26755
H 4.37963 -3.64250 -6.13238
H 2.06715 -4.27598 -6.23309
H 1.05858 -1.39030 -4.15425
H 0.32829 -2.11666 -6.28129
H -0.27769 -4.18750 -3.29214
H -0.71594 -4.53315 -5.06480
C -2.74306 0.00254 -1.00774
C -4.05584 0.62348 -0.54843
O -3.87811 0.88003 0.84314
S -2.31351 1.23283 1.12170
O -2.17196 2.66027 1.16015
O -1.83496 0.37412 2.16622
O -1.72285 0.70172 -0.29773
H -2.68839 -1.05467 -0.72948
H -2.59322 0.10199 -2.08459
H -4.90856 -0.03694 -0.71251
H -4.23578 1.58036 -1.04823
C -3.75695 -2.31005 -8.22975
C -3.26625 -3.46016 -9.09629
O -2.07255 -2.97591 -9.71506
S -1.33335 -1.94447 -8.70337
O -0.30194 -2.66474 -7.99878
O -1.08513 -0.72032 -9.40384
O -2.57496 -1.71758 -7.68296
H -4.27019 -1.55403 -8.83031
H -4.41746 -2.64810 -7.43257
H -3.99805 -3.75576 -9.84877
H -3.00149 -4.32918 -8.48582
C 2.41232 4.58220 2.94674
C 1.80319 5.58736 1.98165
O 1.03781 4.80131 1.06651
S 0.45404 3.49801 1.84652
O -0.89458 3.77895 2.24448
O 0.81861 2.32381 1.10472
O 1.40351 3.59629 3.16234
H 3.28313 4.08709 2.50658
H 2.70033 5.04667 3.89201
H 2.55973 6.16837 1.45262
H 1.11949 6.26733 2.49896
C 2.03377 3.43506 7.15136
C 0.95999 4.41049 7.61101
O 1.66970 5.49517 8.20073
S 3.09395 5.67573 7.43370
O 2.94726 6.71483 6.45035
O 4.13910 5.67544 8.41571
O 3.10259 4.24809 6.65901
H 2.41445 2.84319 7.98907
H 1.67332 2.76474 6.36848
H 0.27183 3.96396 8.33031
H 0.39320 4.80161 6.76008
C -0.69886 0.33199 8.64397
C -0.29421 -1.06023 9.10873
O 1.13184 -1.03497 9.15908
S 1.62167 0.46293 9.55625
O 1.88292 0.49104 10.96648
O 2.57561 0.90322 8.57547
O 0.21136 1.22513 9.28635
H -0.57453 0.43851 7.56220
H -1.72741 0.57515 8.91619
H -0.64199 -1.84201 8.43223
H -0.66433 -1.26231 10.11852
C 7.44646 3.83408 4.52486
C 8.00598 2.83491 5.52939
O 6.91754 2.53631 6.40153
S 5.52475 2.62005 5.56216
O 5.16192 1.28930 5.16067
O 4.62696 3.50348 6.24945
O 6.11217 3.39917 4.26013
H 7.39847 4.83967 4.95308
H 8.02858 3.86057 3.60190
H 8.85001 3.23776 6.09091
H 8.30814 1.90609 5.03550
C -7.73711 -5.86919 -6.39301
C -8.33377 -5.64744 -7.77582
O -8.56998 -4.24208 -7.85688
S -7.43876 -3.46386 -6.98927
O -6.40497 -3.02476 -7.88787
O -8.09727 -2.58234 -6.07175
O -6.88105 -4.74841 -6.16608
H -8.51368 -5.86606 -5.62275
H -7.17066 -6.80006 -6.33262
H -9.26067 -6.20307 -7.92320
H -7.62041 -5.91593 -8.56113
*
```